No. 1
This record from the Open Molecules 2025 dataset describes one molecule with the formula C22H27N5O2 at a distorted geometry. The level of theory is wB97M-V/def2-TZVPD.

## Properties
HOMO energy, Ha: -0.3076
SMILES: CN(Cc1cccc(-n2cccn2)c1)C(=O)CCc1nnc(C2CCCCC2)o1

Structure (ORCA input):
```
! RIJCOSX wB97M-V def2-TZVPD def2/J DEFGRID3
* xyz 0 1
C -7.545 2.146 0.111
C 3.095 0.161 0.523
C 0.969 -3.600 -0.707
N -6.576 0.138 0.326
H -5.601 3.178 -0.172
H -8.642 0.231 0.468
C 2.386 -3.215 -0.286
H 5.744 0.098 0.822
C 5.465 1.639 -0.671
H 3.098 4.130 -0.341
C -1.988 1.170 -0.419
H 6.506 1.609 -1.000
C -2.219 -2.361 0.922
H -1.224 1.844 -0.776
H 4.884 0.995 -1.336
H -4.708 -1.236 0.833
H 5.005 3.429 -1.782
H 2.860 2.493 -0.964
C 5.365 1.120 0.760
H 3.899 0.862 2.313
H 0.735 -3.113 -1.651
N -5.637 1.065 0.118
C -1.776 -3.221 -1.337
C 0.000 -3.134 0.374
C 2.452 -1.742 -0.133
H 5.530 3.716 -0.121
C 3.912 1.162 1.257
H 0.891 -4.683 -0.826
H 3.869 3.229 1.812
C -7.728 0.770 0.322
H -0.596 -0.401 -0.034
H -2.864 -3.246 -1.309
H 2.638 -3.668 0.674
H -8.296 2.907 0.062
H 5.974 1.746 1.416
H -1.470 -2.422 -2.019
H 2.281 2.558 1.407
C -3.309 1.580 -0.389
C -4.286 0.704 0.071
O 3.396 -1.156 0.631
H -3.108 -2.988 1.036
C -3.928 -0.575 0.488
N -1.292 -2.995 0.003
C 3.333 2.572 1.122
H -1.704 -2.299 1.886
H -3.570 2.568 -0.734
N 2.071 0.349 -0.239
N 1.659 -0.869 -0.661
C -2.605 -0.979 0.459
C 4.927 3.063 -0.757
H 3.116 -3.542 -1.032
C -1.631 -0.098 0.002
C 3.472 3.105 -0.301
H -1.419 -4.177 -1.721
O 0.376 -2.913 1.512
C -6.188 2.297 -0.016
*
```

natural (NBO) analysis output, partial charges in e: atom 1 (C): -0.337, atom 2 (C): 0.481, atom 3 (C): -0.500, atom 4 (N): -0.265, atom 5 (H): 0.219, atom 6 (H): 0.209, atom 7 (C): -0.445, atom 8 (H): 0.214, atom 9 (C): -0.403, atom 10 (H): 0.206, atom 11 (C): -0.173, atom 12 (H): 0.210, atom 13 (C): -0.263, atom 14 (H): 0.220, atom 15 (H): 0.198, atom 16 (H): 0.239, atom 17 (H): 0.208, atom 18 (H): 0.225, atom 19 (C): -0.389, atom 20 (H): 0.233, atom 21 (H): 0.237, atom 22 (N): -0.172, atom 23 (C): -0.415, atom 24 (C): 0.704, atom 25 (C): 0.495, atom 26 (H): 0.189, atom 27 (C): -0.271, atom 28 (H): 0.235, atom 29 (H): 0.203, atom 30 (C): -0.042, atom 31 (H): 0.237, atom 32 (H): 0.217, atom 33 (H): 0.251, atom 34 (H): 0.228, atom 35 (H): 0.205, atom 36 (H): 0.206, atom 37 (H): 0.224, atom 38 (C): -0.250, atom 39 (C): 0.152, atom 40 (O): -0.413, atom 41 (H): 0.198, atom 42 (C): -0.252, atom 43 (N): -0.434, atom 44 (C): -0.390, atom 45 (H): 0.259, atom 46 (H): 0.212, atom 47 (N): -0.321, atom 48 (N): -0.340, atom 49 (C): 0.068, atom 50 (C): -0.396, atom 51 (H): 0.231, atom 52 (C): -0.252, atom 53 (C): -0.411, atom 54 (H): 0.205, atom 55 (O): -0.650, atom 56 (C): -0.037

No. 2
This record from the Open Molecules 2025 dataset describes C22H27N7PdSe as an isolated structure. The level of theory is wB97M-V/def2-TZVPD.

## Properties
HOMO energy (spin up / spin down), Ha: -0.5284 / -0.5284

Structure (ORCA input):
```
! RIJCOSX wB97M-V def2-TZVPD def2/J DEFGRID3
* xyz 2 1
H -1.141 4.006 -1.148
H 0.412 -0.792 3.148
H 2.671 -0.202 4.230
Se -1.052 -1.589 0.840
H 3.994 -0.758 2.157
C -1.738 -1.978 -4.471
C -0.574 3.094 -1.148
C -2.979 -0.890 -2.681
C 2.335 5.874 -4.303
H 2.403 1.580 1.755
H -0.903 -2.566 -4.822
C 1.191 3.959 -2.706
H -1.571 1.607 0.126
H 4.190 1.481 0.114
C 0.950 5.739 -4.275
C 1.059 1.731 -1.652
H 0.331 6.379 -4.887
C -3.804 -0.058 -0.463
C -0.762 1.911 -0.514
C -3.974 -0.439 -3.545
C -2.722 -1.530 -5.327
Pd 0.897 -0.085 0.752
C 0.370 4.770 -3.476
C 2.934 6.881 -5.132
N 3.101 -0.308 -0.105
H -3.486 -0.144 0.574
H -4.822 0.135 -3.202
H -3.855 0.987 -0.765
N 1.306 -0.685 2.673
H -0.701 4.634 -3.478
H 4.218 5.167 -3.564
H 3.302 -1.297 0.032
H 3.193 3.461 -2.093
H -4.776 -0.530 -0.589
C -3.819 -0.775 -4.873
H 3.035 -0.182 -1.111
N -2.835 -0.747 -1.301
C -1.713 -1.365 -0.920
C 3.015 1.139 2.559
H 5.201 0.040 0.079
N 0.266 1.038 -0.839
C 4.256 0.444 0.450
H -4.561 -0.457 -5.592
C 4.156 0.308 1.965
H 3.402 2.002 3.100
H -0.318 -2.499 -1.938
N 3.411 7.682 -5.799
H -2.657 -1.771 -6.378
C 2.105 0.332 3.465
H 1.923 1.355 -2.171
H 1.753 -1.598 2.717
N 0.585 2.960 -1.874
C -1.895 -1.635 -3.130
C 2.572 4.085 -2.718
H 1.378 0.964 3.974
H 5.096 0.540 2.463
N -1.134 -1.910 -2.002
C 3.145 5.047 -3.532
*
```

natural (NBO) analysis output, partial charges in e: atom 1 (H): 0.257, atom 2 (H): 0.412, atom 3 (H): 0.223, atom 4 (Se): -0.056, atom 5 (H): 0.189, atom 6 (C): -0.216, atom 7 (C): -0.052, atom 8 (C): 0.154, atom 9 (C): -0.135, atom 10 (H): 0.187, atom 11 (H): 0.243, atom 12 (C): 0.201, atom 13 (H): 0.238, atom 14 (H): 0.199, atom 15 (C): -0.132, atom 16 (C): 0.216, atom 17 (H): 0.253, atom 18 (C): -0.421, atom 19 (C): -0.093, atom 20 (C): -0.224, atom 21 (C): -0.169, atom 22 (Pd): 0.739, atom 23 (C): -0.228, atom 24 (C): 0.233, atom 25 (N): -0.850, atom 26 (H): 0.245, atom 27 (H): 0.242, atom 28 (H): 0.224, atom 29 (N): -0.765, atom 30 (H): 0.233, atom 31 (H): 0.249, atom 32 (H): 0.390, atom 33 (H): 0.221, atom 34 (H): 0.244, atom 35 (C): -0.178, atom 36 (H): 0.382, atom 37 (N): -0.339, atom 38 (C): 0.289, atom 39 (C): -0.422, atom 40 (H): 0.216, atom 41 (N): -0.523, atom 42 (C): -0.217, atom 43 (H): 0.245, atom 44 (C): -0.419, atom 45 (H): 0.257, atom 46 (H): 0.448, atom 47 (N): -0.214, atom 48 (H): 0.245, atom 49 (C): -0.223, atom 50 (H): 0.219, atom 51 (H): 0.409, atom 52 (N): -0.328, atom 53 (C): 0.101, atom 54 (C): -0.250, atom 55 (H): 0.225, atom 56 (H): 0.253, atom 57 (N): -0.504, atom 58 (C): -0.124

No. 3
This record from the Open Molecules 2025 dataset describes one molecule with the formula C22H27NO2S. The level of theory is wB97M-V/def2-TZVPD.

## Properties
HOMO energy, Ha: -0.3178
SMILES: COCCSc1ccccc1C(=O)N1CCC(Cc2ccccc2)CC1

Structure (ORCA input):
```
! RIJCOSX wB97M-V def2-TZVPD def2/J DEFGRID3
* xyz 0 1
C -0.310 2.985 0.242
C 3.090 -5.091 -2.616
H 2.068 -2.015 0.039
H -0.611 0.033 -1.625
C 1.847 -5.598 -0.635
C -2.605 3.566 -0.225
N 1.340 1.270 -0.204
H 2.051 1.443 -2.135
C -3.087 1.170 1.986
C -1.651 2.629 0.135
H -2.191 2.975 2.757
H 1.667 -6.229 0.223
O -2.925 1.927 4.297
H -2.966 5.609 -0.733
H -0.596 6.265 -0.525
H -1.272 1.498 3.121
H 0.221 0.144 -3.184
C -2.719 0.765 5.063
C 1.267 -3.662 -1.948
C 1.086 1.348 -1.622
H -3.639 3.269 -0.318
H -3.321 0.158 2.316
C 0.062 4.301 0.005
H 0.500 -1.230 0.299
C 2.150 0.134 0.179
H 0.185 -2.349 -3.233
C 1.053 -4.485 -0.850
H -0.499 -2.504 -1.609
C -2.282 1.923 3.045
H -4.015 1.693 1.750
H 0.488 2.234 -1.842
H 1.100 4.583 0.106
H -3.191 -0.117 4.613
H 3.126 0.213 -0.312
H -1.649 0.566 5.193
H 3.489 -6.772 -1.350
C 2.295 -3.980 -2.828
C 0.369 0.085 -2.104
C -0.892 5.242 -0.344
C 0.434 -2.433 -2.172
C 1.449 -1.159 -0.236
H 2.140 -1.125 -2.268
H 0.255 -4.252 -0.159
O 0.849 1.807 1.934
C 2.869 -5.903 -1.517
C -2.223 4.875 -0.459
C 1.179 -1.161 -1.741
H -3.174 0.955 6.033
C 0.674 1.964 0.738
H 2.469 -3.352 -3.691
S -2.125 0.937 0.461
H 3.884 -5.326 -3.310
H 2.286 0.175 1.261
*
```

natural (NBO) analysis output, partial charges in e: atom 1 (C): -0.058, atom 2 (C): -0.205, atom 3 (H): 0.223, atom 4 (H): 0.210, atom 5 (C): -0.223, atom 6 (C): -0.205, atom 7 (N): -0.435, atom 8 (H): 0.191, atom 9 (C): -0.537, atom 10 (C): -0.188, atom 11 (H): 0.193, atom 12 (H): 0.212, atom 13 (O): -0.534, atom 14 (H): 0.218, atom 15 (H): 0.218, atom 16 (H): 0.200, atom 17 (H): 0.209, atom 18 (C): -0.248, atom 19 (C): -0.035, atom 20 (C): -0.214, atom 21 (H): 0.223, atom 22 (H): 0.226, atom 23 (C): -0.206, atom 24 (H): 0.210, atom 25 (C): -0.221, atom 26 (H): 0.213, atom 27 (C): -0.162, atom 28 (H): 0.210, atom 29 (C): -0.089, atom 30 (H): 0.213, atom 31 (H): 0.223, atom 32 (H): 0.220, atom 33 (H): 0.157, atom 34 (H): 0.188, atom 35 (H): 0.170, atom 36 (H): 0.213, atom 37 (C): -0.212, atom 38 (C): -0.403, atom 39 (C): -0.204, atom 40 (C): -0.407, atom 41 (C): -0.418, atom 42 (H): 0.195, atom 43 (H): 0.200, atom 44 (O): -0.631, atom 45 (C): -0.222, atom 46 (C): -0.208, atom 47 (C): -0.206, atom 48 (H): 0.193, atom 49 (C): 0.673, atom 50 (H): 0.206, atom 51 (S): 0.206, atom 52 (H): 0.212, atom 53 (H): 0.247

No. 4
This record from the Open Molecules 2025 dataset describes one molecule with the formula C22H27NO7. The level of theory is wB97M-V/def2-TZVPD.

## Properties
HOMO energy, Ha: -0.3034
SMILES: COCCOC(=O)c1[nH]c2c(c1C)C(=O)C[C@H](c1cc(OC)c(OC)c(OC)c1)C2

Structure (ORCA input):
```
! RIJCOSX wB97M-V def2-TZVPD def2/J DEFGRID3
* xyz 0 1
C -0.435 -0.733 -1.654
C -0.405 0.622 -1.326
H -2.024 -1.716 -2.646
H -3.674 -1.452 -0.969
C 5.184 0.758 -2.353
C 0.665 -1.647 4.357
H -1.998 -0.313 6.657
H -3.144 0.605 -2.194
C 1.667 -0.036 -1.863
H 0.557 -0.667 4.829
C -1.604 1.345 -0.943
H 6.445 0.606 -4.092
C -2.472 -1.070 0.731
O -4.424 -0.823 3.849
C -1.637 -1.602 -1.627
C -3.398 -0.956 2.958
H 5.581 -0.202 -2.004
C -3.558 -0.900 1.585
H -6.050 -1.471 2.734
H -6.366 -0.569 4.236
O 5.125 2.188 -4.265
H 2.095 2.760 -2.006
H 0.602 3.124 -1.096
O 3.502 -1.298 -2.597
H 1.127 -2.028 -2.249
O 3.814 0.859 -2.004
O -1.637 2.492 -0.550
H 0.116 -2.391 4.938
H -5.808 0.300 2.785
H -1.392 -2.599 -1.253
H 5.674 1.590 -1.846
C 5.247 2.371 -5.651
H 4.548 1.730 -6.202
O 0.250 -1.625 3.009
C -2.721 -0.953 -0.756
H -1.711 0.764 5.263
C 5.401 0.869 -3.860
C 1.438 2.440 -1.200
H -0.354 -1.453 0.674
O -1.970 -1.264 4.894
C -2.124 -1.176 3.522
C 0.937 1.068 -1.452
C -2.876 0.529 -1.136
C -5.727 -0.630 3.356
C -1.232 -1.310 1.279
N 0.807 -1.111 -1.974
H 4.743 0.158 -4.380
H 5.014 3.416 -5.848
C -1.039 -1.365 2.664
C -2.283 -0.096 5.629
H 1.722 -1.913 4.321
H -3.672 0.993 -0.553
H 6.267 2.152 -5.993
H 2.020 2.457 -0.279
H -4.533 -0.731 1.159
H -3.348 0.137 5.586
C 3.064 -0.237 -2.194
*
```

natural (NBO) analysis output, partial charges in e: atom 1 (C): 0.251, atom 2 (C): -0.283, atom 3 (H): 0.229, atom 4 (H): 0.220, atom 5 (C): -0.094, atom 6 (C): -0.238, atom 7 (H): 0.190, atom 8 (H): 0.225, atom 9 (C): -0.055, atom 10 (H): 0.173, atom 11 (C): 0.590, atom 12 (H): 0.170, atom 13 (C): 0.008, atom 14 (O): -0.512, atom 15 (C): -0.440, atom 16 (C): 0.353, atom 17 (H): 0.203, atom 18 (C): -0.348, atom 19 (H): 0.178, atom 20 (H): 0.200, atom 21 (O): -0.538, atom 22 (H): 0.232, atom 23 (H): 0.248, atom 24 (O): -0.636, atom 25 (H): 0.435, atom 26 (O): -0.492, atom 27 (O): -0.555, atom 28 (H): 0.191, atom 29 (H): 0.178, atom 30 (H): 0.230, atom 31 (H): 0.205, atom 32 (C): -0.244, atom 33 (H): 0.165, atom 34 (O): -0.494, atom 35 (C): -0.207, atom 36 (H): 0.170, atom 37 (C): -0.089, atom 38 (C): -0.652, atom 39 (H): 0.224, atom 40 (O): -0.523, atom 41 (C): 0.136, atom 42 (C): 0.074, atom 43 (C): -0.496, atom 44 (C): -0.251, atom 45 (C): -0.280, atom 46 (N): -0.470, atom 47 (H): 0.183, atom 48 (H): 0.195, atom 49 (C): 0.300, atom 50 (C): -0.251, atom 51 (H): 0.187, atom 52 (H): 0.234, atom 53 (H): 0.163, atom 54 (H): 0.229, atom 55 (H): 0.213, atom 56 (H): 0.194, atom 57 (C): 0.771

Number 1: E_tot -34798.102 eV. Number 2: E_tot -102496.457 eV. Number 3: E_tot -39673.092 eV. Number 4: E_tot -39073.874 eV.